No. 1
{
  "formula": "C38H63AsN9O7PPbS2",
  "method": "wB97M-V/def2-TZVPD",
  "largest_force_ev_per_a": 1.1,
  "orbital_gap_ev": [4.961, 7.271],
  "spin_multiplicity": 2,
  "charge": -1,
  "species": ["Pb", "C", "C", "N", "C", "C", "C", "S", "N", "C", "O", "C", "C", "C", "C", "C", "C", "H", "H", "H", "H", "H", "H", "H", "H", "H", "H", "H", "H", "H", "H", "H", "C", "C", "S", "O", "O", "C", "C", "N", "C", "N", "C", "C", "N", "O", "O", "C", "H", "H", "H", "H", "H", "H", "H", "H", "H", "H", "H", "H", "H", "O", "N", "C", "C", "C", "C", "C", "H", "H", "H", "H", "H", "C", "N", "C", "N", "C", "N", "C", "P", "C", "C", "H", "H", "H", "H", "H", "H", "H", "H", "H", "H", "H", "H", "C", "C", "As", "C", "C", "C", "C", "H", "H", "H", "H", "H", "H", "H", "H", "H", "H", "H", "H", "H", "H", "H", "C", "O", "H", "H", "H"],
  "xyz": [[-0.4779, 0.1517, 0.3526], [5.2750, -0.1438, -1.4470], [5.1935, 0.4828, -0.0565], [4.3901, 1.7058, -0.0025], [5.0992, 2.9831, -0.1224], [5.1236, 3.5339, -1.5448], [3.0301, 1.6861, 0.0678], [2.3002, 0.1258, 0.1960], [2.4877, 2.9059, 0.0459], [1.1969, 3.2590, -0.0271], [0.1764, 2.5720, -0.1903], [0.9815, 4.7550, 0.1015], [-0.3176, 5.2345, 0.2394], [-0.5504, 6.5931, 0.4087], [0.5136, 7.4854, 0.4275], [1.8103, 7.0150, 0.2666], [2.0422, 5.6555, 0.1079], [5.7094, -1.1433, -1.3818], [5.8872, 0.4569, -2.1227], [4.2756, -0.2420, -1.8714], [6.1925, 0.7456, 0.2917], [4.7714, -0.2384, 0.6400], [6.1165, 2.8187, 0.2326], [4.6170, 3.6994, 0.5372], [5.5646, 2.8118, -2.2344], [5.7088, 4.4563, -1.5882], [4.1057, 3.7470, -1.8741], [-1.1341, 4.5242, 0.2072], [-1.5643, 6.9567, 0.5249], [0.3326, 8.5448, 0.5675], [2.6412, 7.7095, 0.2666], [3.0481, 5.2748, -0.0182], [0.0312, -7.1775, 5.2283], [-0.3581, -8.2074, 4.1710], [-1.2684, -7.4991, 2.8143], [-2.3090, -6.6616, 3.3725], [-1.6342, -8.5718, 1.9212], [-0.0807, -6.4514, 2.0097], [-0.7334, -5.7478, 0.8114], [-0.0695, -4.4878, 0.5242], [-0.5150, -3.2664, 0.9434], [0.1585, -2.3052, 0.3579], [1.0818, -2.9018, -0.4934], [0.9579, -4.2660, -0.3893], [1.7253, -5.2572, -0.9313], [2.6027, -4.9099, -1.8006], [1.5973, -6.4708, -0.4713], [-1.5637, -3.0923, 1.9868], [0.3907, -7.6763, 6.1293], [-0.8323, -6.5671, 5.4914], [0.8247, -6.5191, 4.8712], [-1.0472, -8.9592, 4.5595], [0.5013, -8.7104, 3.7233], [0.7550, -7.0612, 1.6645], [0.2440, -5.7255, 2.7574], [-1.7862, -5.5457, 1.0039], [-0.6433, -6.3907, -0.0526], [1.7867, -2.3519, -1.0927], [-1.2293, -3.4865, 2.9518], [-2.4909, -3.6095, 1.7321], [-1.7698, -2.0314, 2.1163], [-0.0854, -0.1450, 3.2432], [1.1960, -0.0517, 3.3397], [1.9659, -1.1622, 3.2929], [3.3413, -1.0739, 3.2766], [3.9608, 0.1637, 3.3076], [3.1592, 1.2910, 3.3535], [1.7858, 1.1648, 3.3723], [1.4126, -2.0847, 3.2104], [3.9168, -1.9881, 3.2144], [5.0386, 0.2491, 3.2637], [3.5866, 2.2856, 3.3563], [1.0989, 1.9967, 3.3626], [0.8424, -0.6725, -5.2221], [1.2235, 0.6271, -4.6668], [0.2390, 1.6223, -5.0874], [-1.1411, 1.2844, -4.7400], [-1.4466, -0.0315, -5.3003], [-0.5217, -1.0861, -4.8923], [-0.6685, -1.4040, -3.4650], [-0.3380, 0.0657, -2.3847], [1.2779, 0.5542, -3.1937], [-1.3670, 1.3128, -3.2902], [1.5355, -1.4297, -4.8535], [0.9269, -0.6174, -6.3096], [0.2969, 1.7183, -6.1740], [0.4919, 2.5838, -4.6361], [-1.4040, 0.0496, -6.3889], [-2.4590, -0.3150, -5.0073], [0.0141, -2.2123, -3.1955], [-1.6871, -1.7384, -3.2686], [2.0500, -0.1607, -2.8988], [1.5773, 1.5303, -2.7970], [-1.1292, 2.3035, -2.8977], [-2.4152, 1.1056, -3.0738], [-4.2847, 5.3408, 0.5402], [-4.9444, 4.0356, 0.0875], [-3.6451, 2.5695, -0.2323], [-4.8913, 1.4567, -1.2774], [-6.1546, 0.9757, -0.5674], [-3.8192, 1.6904, 1.5206], [-2.8968, 2.3066, 2.5736], [-5.0223, 6.1310, 0.6997], [-3.5735, 5.6916, -0.2106], [-3.7354, 5.2061, 1.4757], [-5.4745, 4.1953, -0.8537], [-5.6818, 3.7048, 0.8221], [-4.2946, 0.6087, -1.6172], [-5.1542, 2.0524, -2.1555], [-5.9138, 0.3396, 0.2858], [-6.7707, 0.3838, -1.2499], [-6.7674, 1.8061, -0.2075], [-3.5682, 0.6353, 1.3695], [-4.8602, 1.7383, 1.8445], [-1.8476, 2.2058, 2.2852], [-3.0191, 1.8113, 3.5380], [-3.1037, 3.3708, 2.7150], [-3.1538, -1.6619, -0.8254], [-2.4397, -0.4902, -1.0550], [-3.9401, -1.8262, -1.5842], [-3.6713, -1.6591, 0.1550], [-2.5198, -2.5680, -0.8366]],
  "lowdin_charge": [1.12, -0.07, -0.26, -0.12, -0.22, -0.07, -0.67, 0.66, 0.09, -0.45, -0.19, -0.13, -0.02, -0.08, -0.10, -0.09, -0.03, 0.08, 0.06, 0.05, 0.11, 0.06, 0.11, 0.09, 0.06, 0.07, 0.07, 0.08, 0.09, 0.10, 0.10, 0.09, -0.12, -0.30, 0.63, -0.33, -0.31, -0.21, -0.14, 0.05, -0.37, -0.03, -0.10, -0.18, -0.39, -0.11, -0.14, 0.00, 0.07, 0.07, 0.07, 0.10, 0.10, 0.10, 0.10, 0.11, 0.12, 0.07, 0.09, 0.08, 0.06, -0.20, -0.25, -0.04, -0.06, -0.10, -0.07, -0.04, 0.13, 0.12, 0.11, 0.12, 0.14, -0.19, -0.15, -0.20, -0.15, -0.20, -0.15, -0.28, 0.94, -0.32, -0.29, 0.13, 0.12, 0.12, 0.12, 0.12, 0.13, 0.09, 0.08, 0.06, 0.08, 0.09, 0.07, -0.20, -0.46, 1.22, -0.45, -0.17, -0.46, -0.18, 0.06, 0.05, 0.05, 0.06, 0.05, 0.01, 0.06, 0.06, 0.06, 0.05, 0.04, 0.06, 0.03, 0.07, 0.05, -0.31, -0.63, 0.06, 0.06, 0.06]
}

No. 2
{
  "formula": "C18H20FNO2",
  "method": "wB97M-V/def2-TZVPD",
  "largest_force_ev_per_a": 3.3,
  "orbital_gap_ev": 8.212,
  "smiles": "CC(=O)[C@@H](F)C(=O)c1ccccc1.Cc1cc(C)nc(C)c1",
  "spin_multiplicity": 1,
  "species": ["C", "C", "N", "F", "C", "C", "C", "C", "C", "C", "H", "H", "H", "H", "H", "H", "H", "H", "H", "H", "H", "C", "C", "C", "C", "C", "C", "C", "C", "C", "C", "O", "O", "H", "H", "H", "H", "H", "H", "H", "H", "H"],
  "xyz": [[-1.1376, -0.3616, -1.8338], [-0.3468, 0.8858, -1.8554], [0.5757, 1.1869, -0.9988], [1.1208, -0.5207, 0.4621], [1.3450, 2.2246, -0.8794], [2.3692, 2.3704, 0.1825], [1.1441, 3.2509, -1.8266], [0.1518, 3.0450, -2.8092], [-0.0888, 4.1083, -3.8329], [-0.6134, 1.8573, -2.8433], [-1.7315, -0.4949, -2.7652], [-0.5209, -1.2447, -1.6868], [-1.8442, -0.3833, -0.9955], [2.9143, 3.3337, 0.1010], [1.9419, 2.3118, 1.1840], [3.0995, 1.5624, 0.1596], [1.7205, 4.1774, -1.8260], [-0.8938, 3.7511, -4.5038], [-0.3905, 5.0429, -3.3151], [0.8512, 4.2817, -4.3980], [-1.3728, 1.7184, -3.6165], [3.3845, -1.7814, 2.7332], [2.6111, -2.0683, 1.4904], [1.1808, -1.4546, 1.4144], [0.1614, -2.3938, 0.8052], [-1.2407, -2.2674, 1.3517], [-1.5711, -1.6476, 2.5665], [-2.9106, -1.4383, 2.9212], [-3.9487, -1.8636, 2.0740], [-3.6151, -2.5567, 0.8976], [-2.2809, -2.7795, 0.5694], [0.3704, -2.9806, -0.2220], [3.0753, -2.7903, 0.6059], [2.8044, -1.4010, 3.5832], [3.9738, -2.6381, 3.0890], [4.1198, -1.0234, 2.4454], [0.9514, -0.8896, 2.2872], [-0.7747, -1.2998, 3.2256], [-3.1513, -0.9248, 3.8561], [-4.9911, -1.6849, 2.3350], [-4.4060, -2.9121, 0.2271], [-2.0363, -3.3075, -0.3589]],
  "nbo_charge": [-0.66, 0.25, -0.45, -0.31, 0.24, -0.64, -0.26, 0.02, -0.63, -0.26, 0.21, 0.25, 0.23, 0.21, 0.22, 0.23, 0.20, 0.21, 0.22, 0.22, 0.20, -0.73, 0.54, 0.01, 0.54, -0.10, -0.19, -0.22, -0.19, -0.22, -0.18, -0.49, -0.48, 0.22, 0.25, 0.25, 0.18, 0.21, 0.22, 0.22, 0.22, 0.24]
}

No. 3
{
  "formula": "C4H8N2O",
  "method": "wB97M-V/def2-TZVPD",
  "largest_force_ev_per_a": 3.6,
  "orbital_gap_ev": 8.813,
  "smiles": "Cc1c[nH]cn1.O",
  "spin_multiplicity": 1,
  "species": ["C", "C", "C", "N", "C", "N", "H", "H", "H", "H", "H", "H", "H", "H", "O"],
  "xyz": [[-2.3450, 1.8982, -0.0435], [-1.0931, 1.2342, 0.3191], [0.2863, 1.4274, 0.0565], [0.7700, 0.0516, 0.1264], [-0.1255, -0.6361, 0.9288], [-1.2184, 0.0591, 1.0613], [-3.0461, 2.1329, 0.7395], [-2.1983, 2.8342, -0.7146], [-2.8111, 1.0896, -0.6098], [1.0246, 2.2368, 0.0850], [1.6784, -0.3408, -0.3533], [-0.0036, -1.4241, 1.6065], [2.3872, -3.0875, -1.2570], [3.5745, -4.0828, -1.1724], [3.1200, -3.3929, -0.7725]],
  "nbo_charge": [-0.64, 0.12, -0.14, -0.58, 0.17, -0.48, 0.23, 0.22, 0.23, 0.23, 0.43, 0.21, 0.47, 0.47, -0.95]
}

No. 4
{
  "formula": "C21H30ClCoN4O5Si",
  "method": "wB97M-V/def2-TZVPD",
  "largest_force_ev_per_a": 0.5,
  "orbital_gap_ev": [7.185, 7.108],
  "spin_multiplicity": 2,
  "charge": -1,
  "species": ["Co", "C", "C", "C", "C", "C", "C", "N", "N", "Si", "C", "C", "C", "H", "H", "H", "H", "H", "H", "H", "H", "H", "H", "H", "H", "H", "H", "H", "N", "C", "O", "C", "C", "H", "H", "H", "H", "H", "H", "N", "C", "C", "O", "O", "H", "H", "H", "H", "H", "Cl", "C", "C", "C", "C", "C", "C", "C", "O", "O", "H", "H", "H", "H"],
  "xyz": [[0.2193, -0.1873, -0.0350], [3.2465, -0.6202, -2.2422], [3.3169, 0.2164, -0.9949], [4.5219, 0.7206, -0.5246], [4.4940, 1.5102, 0.6264], [3.3100, 1.7888, 1.2638], [2.1016, 1.2664, 0.7314], [2.1664, 0.4860, -0.3900], [0.8521, 1.3862, 1.1804], [0.3024, 2.5301, 2.3243], [0.8359, 4.2789, 1.8464], [0.9236, 2.2035, 4.0814], [-1.5715, 2.4966, 2.3662], [3.8523, -1.5238, -2.1439], [3.6265, -0.0600, -3.0995], [2.2130, -0.8968, -2.4426], [5.4475, 0.5020, -1.0405], [5.4212, 1.9047, 1.0291], [3.2891, 2.3787, 2.1710], [1.9163, 4.3433, 1.6996], [0.5545, 5.0055, 2.6139], [0.3564, 4.5730, 0.9093], [1.9609, 2.5170, 4.2224], [0.8632, 1.1360, 4.3051], [0.3127, 2.7398, 4.8139], [-1.9776, 2.4449, 1.3524], [-1.9610, 3.4020, 2.8407], [-1.9480, 1.6389, 2.9274], [0.4707, -3.8497, 1.6061], [0.7732, -2.7656, 0.8445], [1.0521, -1.6870, 1.3662], [0.7550, -2.9017, -0.6533], [-0.1111, -1.7490, -1.1746], [0.1601, -3.6229, 2.5390], [-0.0441, -4.5847, 1.1527], [0.4504, -3.9086, -0.9638], [1.7917, -2.7597, -0.9755], [-1.1719, -2.0193, -1.0581], [0.0518, -1.5968, -2.2477], [-4.2545, 0.1199, 0.5808], [-4.1033, -1.2823, 0.9055], [-2.7169, -1.6199, 1.4370], [-2.4156, -2.7402, 1.7758], [-1.8668, -0.6053, 1.5442], [-5.2260, 0.3960, 0.5992], [-3.8857, 0.3616, -0.3432], [-2.2762, 0.1881, 1.1273], [-4.3053, -1.9930, 0.0952], [-4.7812, -1.5398, 1.7232], [2.7964, 2.1442, -5.8455], [1.4817, 1.8113, -4.7393], [1.6025, 2.1920, -3.4142], [0.5654, 1.9036, -2.5398], [-0.5791, 1.2573, -2.9904], [-0.6850, 0.9037, -4.3291], [0.3499, 1.1685, -5.2133], [-1.6956, 0.9337, -2.0223], [-2.8420, 0.7716, -2.4648], [-1.3457, 0.8274, -0.8063], [2.4990, 2.6895, -3.0692], [0.6437, 2.1603, -1.4902], [-1.5902, 0.4143, -4.6643], [0.2865, 0.8836, -6.2548]],
  "nbo_charge": [1.13, -0.66, 0.27, -0.36, -0.15, -0.35, 0.42, -0.57, -1.13, 1.82, -1.13, -1.13, -1.13, 0.21, 0.22, 0.24, 0.20, 0.20, 0.21, 0.23, 0.22, 0.23, 0.22, 0.24, 0.22, 0.25, 0.22, 0.23, -0.81, 0.71, -0.66, -0.51, -0.78, 0.40, 0.39, 0.18, 0.22, 0.17, 0.18, -0.87, -0.34, 0.80, -0.64, -0.69, 0.36, 0.41, 0.55, 0.20, 0.21, -0.04, -0.03, -0.25, -0.17, -0.08, -0.18, -0.26, 0.78, -0.72, -0.82, 0.22, 0.25, 0.23, 0.22]
}

No. 5
{
  "formula": "C3H3N3O2",
  "method": "wB97M-V/def2-TZVPD",
  "largest_force_ev_per_a": 3.7,
  "orbital_gap_ev": 10.024,
  "smiles": "C=Nn1ocnc1=O",
  "spin_multiplicity": 1,
  "species": ["C", "C", "C", "H", "H", "H", "N", "N", "N", "O", "O"],
  "xyz": [[-2.2931, 0.0980, -0.0994], [1.7549, -1.0496, -0.0721], [1.1814, 1.0483, 0.0142], [-2.1624, -0.9959, -0.0221], [-3.3870, 0.5210, -0.1837], [2.2629, -2.0321, 0.0956], [-1.2628, 0.7709, 0.0158], [-0.0109, 0.3284, 0.2675], [2.2960, 0.1647, -0.0825], [0.3776, -1.1133, 0.0660], [1.2433, 2.2596, 0.0007]],
  "nbo_charge": [-0.10, 0.40, 0.71, 0.17, 0.22, 0.22, -0.19, -0.03, -0.49, -0.36, -0.53]
}